{"formula": "C13H8F5N5O2RhS3", "method": "the ωB97M-V functional and the def2-TZVPD basis", "orbital_gap_ev": 6.8, "e_above_lowest_kcal_mol": 6.68, "homo_ev": -4.71, "total_charge": -1, "energy_ha": -2728.96813, "symbols": ["Rh", "N", "N", "C", "N", "S", "H", "H", "H", "H", "H", "S", "C", "C", "N", "C", "S", "C", "N", "C", "O", "C", "O", "H", "H", "H", "F", "C", "C", "C", "F", "C", "F", "C", "F", "C", "F"], "coordinates": [[0.741, -0.754, -0.053], [-2.457, -2.123, -0.114], [-3.276, -1.157, -0.667], [-2.776, -0.279, -1.564], [-3.713, 0.631, -1.971], [-1.217, -0.198, -2.120], [-2.901, -3.028, -0.125], [-2.120, -1.853, 0.804], [-4.047, -0.809, -0.110], [-4.675, 0.335, -1.994], [-3.416, 1.234, -2.720], [0.244, -2.800, 0.948], [1.624, -2.983, 1.987], [1.597, -4.079, 2.915], [1.544, -4.973, 3.638], [2.693, -2.158, 1.926], [2.788, -0.828, 0.805], [3.829, -2.346, 2.782], [4.746, -2.472, 3.467], [-2.142, 1.090, 2.110], [-1.432, 0.300, 1.156], [-0.087, 0.153, 1.443], [0.373, 0.534, 2.478], [-3.171, 1.134, 1.756], [-1.719, 2.093, 2.158], [-2.096, 0.637, 3.101], [0.320, 2.607, 0.312], [1.086, 2.281, -0.749], [1.366, 0.959, -1.046], [2.134, 0.776, -2.183], [2.431, -0.482, -2.585], [2.603, 1.804, -2.980], [3.338, 1.561, -4.078], [2.300, 3.107, -2.637], [2.737, 4.128, -3.390], [1.532, 3.346, -1.514], [1.223, 4.613, -1.186]], "forces_ev_per_angstrom": [[-0.205, 0.303, -0.524], [-0.003, -0.104, 0.018], [-0.081, -0.033, 0.049], [-0.075, 0.194, 0.014], [0.035, 0.024, -0.087], [0.274, -0.311, 0.335], [-0.010, 0.026, 0.066], [0.019, -0.036, -0.052], [-0.024, -0.042, -0.026], [-0.020, -0.001, -0.022], [0.009, 0.029, 0.029], [0.055, -0.074, 0.020], [-0.128, -0.218, 0.117], [-0.009, 0.082, -0.111], [-0.007, 0.003, 0.014], [0.280, 0.107, -0.015], [-0.022, -0.117, 0.163], [-0.129, 0.049, -0.007], [0.035, -0.017, -0.027], [0.011, 0.002, 0.019], [0.072, 0.047, 0.138], [0.003, 0.049, -0.083], [-0.107, -0.059, -0.060], [-0.009, 0.015, 0.005], [-0.012, 0.007, 0.012], [-0.009, 0.010, 0.004], [-0.020, -0.005, 0.017], [0.005, -0.028, -0.030], [0.104, 0.070, 0.034], [-0.044, 0.004, -0.004], [-0.002, 0.008, 0.008], [0.015, -0.010, -0.007], [-0.006, 0.001, 0.008], [0.010, 0.024, -0.024], [-0.003, -0.012, 0.011], [-0.004, 0.029, 0.002], [0.002, -0.015, -0.002]]}